<1>
The following is a quantum chemistry calculation of 2 unconnected molecules or ions with the total composition C16H17N, from the OMol25 dataset.

```
! RIJCOSX wB97M-V def2-TZVPD def2/J DEFGRID3
* xyz 0 1
C -1.147 0.416 -2.918
H 0.693 -3.899 -0.278
H -1.091 -1.288 0.582
C 0.001 2.313 2.357
C -1.078 -0.826 -0.400
C -1.477 0.485 -0.529
C -1.491 1.121 -1.781
H -0.576 3.841 0.951
C -0.322 -3.957 -0.665
H -0.061 0.823 4.550
H 1.634 3.921 -0.112
C 1.009 1.473 2.787
H -1.213 0.914 -3.873
H 3.491 2.702 0.839
H -0.227 -3.968 -3.715
H 0.132 -0.387 3.332
C 1.460 3.277 0.735
C 0.225 3.242 1.354
H -1.932 0.976 0.322
C -0.502 -2.935 -1.745
C -0.745 -0.911 -2.813
C -0.414 -3.111 -3.086
H -1.019 2.203 2.725
N -0.564 -1.903 -3.745
C 2.287 1.586 2.234
C -0.673 -1.522 -1.545
H -0.877 -1.813 -4.695
H 3.077 0.947 2.599
H 1.522 0.023 4.345
C 0.658 0.433 3.825
C 2.495 2.463 1.189
H -0.424 -4.969 -1.056
H -1.754 2.166 -1.859
H -1.097 -3.836 0.087
*
```

Computed properties:
SMILES string: Cc1c[nH]c2ccccc12.Cc1ccccc1

<2>
The following is a quantum chemistry calculation of 2 unconnected molecules or ions with the total composition C16H17N, from the OMol25 dataset.

```
! RIJCOSX wB97M-V def2-TZVPD def2/J DEFGRID3
* xyz 0 1
C 0.927 2.359 0.231
H -2.668 -2.503 -0.190
C 1.094 -0.308 2.918
N 2.416 -1.639 -0.259
H 0.919 -2.628 -2.507
H 0.024 3.695 1.632
H 1.905 2.513 0.672
H 3.157 -2.152 -0.711
H 1.572 1.198 -1.474
H 3.538 -1.093 1.470
C -1.658 -2.140 -0.304
C -1.657 2.028 -0.793
H -2.989 1.497 -2.399
C 0.744 1.613 -0.914
C -0.156 2.962 0.859
C 2.562 -1.118 1.013
H 0.690 -1.089 3.577
H -3.649 2.663 -1.162
C -0.989 -1.522 0.729
C -0.965 -2.515 -1.468
C -0.557 1.436 -1.390
C 1.072 -1.786 -0.519
C 0.383 -1.256 0.580
H -1.487 -1.115 1.606
H 1.976 0.072 3.424
H -0.681 0.833 -2.279
C -1.426 2.838 0.317
C -3.039 1.776 -1.349
C 1.351 -0.823 1.547
H 0.335 0.485 2.895
H -3.523 0.945 -0.826
H -1.510 -2.960 -2.292
C 0.398 -2.344 -1.602
H -2.235 3.375 0.801
*
```

Computed properties:
SMILES string: Cc1c[nH]c2ccccc12.Cc1ccccc1

So which one is most stable? That would be <2>, about 4.8 kcal/mol below the next structure.

<1>
The following is a quantum chemistry calculation of 2 unconnected molecules or ions with the total composition C3H9NO2, from the OMol25 dataset.

```
! RIJCOSX wB97M-V def2-TZVPD def2/J DEFGRID3
* xyz 1 2
H -1.041 1.003 -0.292
H 0.928 -1.089 -0.478
O 0.907 1.290 1.344
C 0.188 -1.812 -0.110
H -0.924 2.730 -0.991
H 0.697 -2.638 0.370
O -0.667 -1.157 0.851
H 1.800 1.544 1.667
C 0.555 2.214 0.508
C -0.559 1.980 -0.309
H -0.332 -0.281 1.039
N -0.506 -2.300 -1.249
H 1.102 3.151 0.478
H -1.174 -3.016 -0.995
H -0.972 -1.618 -1.832
*
```

<2>
The following is a quantum chemistry calculation of 2 unconnected molecules or ions with the total composition C3H9NO2, from the OMol25 dataset.

```
! RIJCOSX wB97M-V def2-TZVPD def2/J DEFGRID3
* xyz 1 2
O -0.869 0.757 -1.487
C 0.810 -0.139 1.721
H 2.521 -1.293 2.291
H -1.822 -0.103 -3.075
H -1.123 1.564 -3.040
C -1.749 0.912 -2.466
C 0.614 -1.006 0.577
H -0.374 -1.488 0.586
H 1.405 -1.764 0.274
H 1.715 -0.110 3.425
H -0.900 1.162 -0.643
O 0.194 0.978 1.909
N 1.818 -0.490 2.546
H 0.428 -0.365 -0.319
H -2.669 1.385 -2.300
*
```

<3>
The following is a quantum chemistry calculation of a gas-phase ion, C3H9NO2 (charge +1), from the OMol25 dataset.

```
! RIJCOSX wB97M-V def2-TZVPD def2/J DEFGRID3
* xyz 1 2
C -0.672 -1.446 -0.663
H 0.427 -1.443 -0.932
O 1.614 1.634 1.704
H -0.470 1.764 0.699
C -0.158 0.868 0.032
O -1.373 -1.419 -1.922
H -1.859 -0.628 -2.104
H 2.177 0.656 0.023
H 1.150 -0.338 1.237
H 0.112 1.053 -1.114
H 2.526 1.876 1.638
H -1.524 -0.358 1.002
H -0.946 -2.354 -0.190
N -0.930 -0.313 0.175
C 1.328 0.618 0.675
*
```

So which one is most stable? That would be <3>, about 1.2 kcal/mol below the next structure.

<1>
The following is a quantum chemistry calculation of a single C23H32N4O2 molecule, from the OMol25 dataset.

```
! RIJCOSX wB97M-V def2-TZVPD def2/J DEFGRID3
* xyz 0 1
C -4.796 -1.097 -0.143
N -0.297 -2.915 -1.118
C 3.717 -2.735 1.511
H -1.102 -0.029 -2.423
C -1.618 -1.073 1.318
C -0.350 0.238 -0.424
C 2.965 4.550 0.718
C 3.911 -2.525 0.154
H 3.569 5.125 1.425
H 3.911 2.733 1.350
C 2.971 2.291 -0.528
H -5.619 -1.409 -2.104
H 0.174 -4.907 -0.768
C -6.182 0.485 -1.257
C -3.866 -0.526 2.125
H -0.992 1.121 -0.305
H 0.454 -1.299 0.878
H 3.032 -2.812 -1.790
H -2.227 0.788 1.880
H -4.200 0.032 3.003
C 2.709 5.405 -0.517
C 1.815 -3.616 -0.219
C -5.407 0.993 0.813
H -0.914 -2.856 -0.312
H 2.016 4.326 1.210
C -4.723 -0.212 0.927
H 3.617 1.429 -0.711
C 3.708 3.249 0.408
H 0.046 0.211 1.702
H 1.821 1.390 1.039
H -5.389 1.720 1.616
H 2.021 4.912 -1.200
H 1.718 -0.153 -0.888
C -0.984 -0.637 -1.524
C 1.044 0.706 -0.858
C 2.938 -2.972 -0.726
H 0.974 1.092 -1.877
H 3.640 5.598 -1.046
H -4.277 -2.044 -0.095
H 4.672 3.499 -0.043
H 4.442 -2.399 2.241
H -6.774 0.809 -2.102
C 1.644 1.787 0.038
C -0.277 -0.491 0.932
H 0.938 2.617 0.120
N 2.651 -3.341 2.006
C 0.669 -4.000 -1.118
C 1.728 -3.768 1.162
C -5.540 -0.746 -1.257
H 2.796 2.774 -1.490
H 4.795 -2.021 -0.205
H -3.892 -1.598 2.336
C -0.093 -1.819 -1.879
H 0.869 -4.249 1.613
H -1.968 -0.987 -1.209
H 2.274 6.361 -0.231
H 1.020 -4.135 -2.144
O 0.728 -1.773 -2.774
O -1.910 -2.247 1.151
N -6.119 1.333 -0.246
N -2.479 -0.187 1.854
*
```

Computed properties:
SMILES string: CCCCCCC(CC(=O)NCc1cccnc1)CC(=O)NCc1cccnc1

<2>
The following is a quantum chemistry calculation of a single C23H32N4O2 molecule, from the OMol25 dataset.

```
! RIJCOSX wB97M-V def2-TZVPD def2/J DEFGRID3
* xyz 0 1
C -3.257 2.937 -0.613
H 1.273 3.862 0.115
O -0.637 3.880 -0.385
H 3.800 -3.834 0.878
H -3.751 -3.165 1.084
C 1.601 -1.723 -0.141
C 0.124 1.730 -0.236
C -4.627 0.944 -0.171
C 3.617 0.426 0.049
C 0.040 0.391 -0.487
C 3.190 -3.303 -0.143
H -4.702 0.580 2.729
C -4.158 -3.407 0.277
H -5.531 -1.823 -0.079
C 5.210 -1.534 0.242
C 5.971 0.844 0.560
C -4.613 -2.066 -0.515
C 2.162 2.976 0.074
C -3.030 -0.198 1.283
C 3.956 -0.870 0.079
H -3.747 2.469 1.257
H -3.648 -0.844 -1.697
H 3.920 -3.672 -1.010
C -0.824 2.734 -0.342
H 7.148 -0.827 0.557
H -4.921 3.076 0.222
H -3.465 -0.800 3.415
N 1.662 1.879 -0.142
H -2.173 1.293 -0.827
H -5.161 -2.517 -1.457
H -3.200 -5.143 0.010
H 2.641 3.387 1.035
H 6.873 1.463 0.719
H -2.402 0.749 1.736
C 2.230 0.835 -0.357
H -0.727 -0.395 -0.722
C -4.174 2.234 0.363
C 1.228 -0.290 -0.193
H 2.246 -3.909 -0.195
H -5.277 -3.926 0.693
H 2.935 3.336 -0.617
O 0.766 -2.585 -0.584
H 4.515 2.166 0.439
H -5.407 0.592 0.685
H -5.031 0.914 -0.956
N -3.604 -0.113 0.227
C -3.430 -4.345 -0.493
C -4.087 -0.472 2.415
H -2.640 -1.587 -0.551
H -3.973 -4.717 -1.550
H -2.405 -3.892 -0.604
N 2.972 -2.022 -0.369
H -2.290 -1.240 1.231
H -3.071 4.075 -0.362
H -3.653 3.066 -1.738
H -4.794 -1.227 2.148
N -1.912 2.306 -0.814
C 4.610 1.197 0.223
C -3.693 -1.242 -0.742
H 5.460 -2.651 0.226
C 6.217 -0.676 0.460
*
```

Computed properties:
SMILES string: CCCCN(CC)CCCNC(=O)c1cc2c(=O)n(C)c3ccccc3c2n1C

<3>
The following is a quantum chemistry calculation of a single C23H32N4O2 molecule, from the OMol25 dataset.

```
! RIJCOSX wB97M-V def2-TZVPD def2/J DEFGRID3
* xyz 0 1
H 1.762 -1.310 2.088
C 0.064 -0.477 0.491
C -2.696 1.028 0.796
H 3.006 -0.094 1.702
H -1.083 3.254 0.917
H -5.771 -2.413 0.241
H -2.366 0.274 1.513
H 2.734 3.892 -1.023
H -7.307 -3.124 -1.581
C -7.446 -2.167 -1.084
H 4.545 -0.308 -2.325
H -6.596 0.423 -0.518
H -1.880 1.944 -0.981
O -0.410 -1.092 1.424
C -5.049 0.138 0.953
C -0.555 2.332 0.657
H -4.233 1.257 -0.695
H 3.015 1.660 -2.090
H 6.276 -0.675 -0.560
H -0.134 0.435 -1.451
C 2.353 -0.866 1.278
C 2.742 -2.650 -0.472
N 1.740 3.059 0.566
H 5.049 2.576 1.562
C 0.653 2.727 -0.171
C -0.765 0.155 -0.608
H -0.236 1.855 1.585
H -7.120 -0.416 0.942
C 5.581 0.151 -0.500
C -1.513 1.405 -0.102
O 0.661 2.772 -1.385
H -5.390 -1.593 -1.273
H -1.495 -0.580 -0.945
H 3.466 4.221 0.574
C 4.620 0.360 -1.480
H 1.769 0.212 -0.433
C 3.193 -1.931 0.627
H 5.481 -4.584 -0.849
C 4.458 -2.243 1.121
H -4.719 -0.645 1.639
H 1.762 -2.456 -0.884
H -8.201 -2.290 -0.310
H -3.010 1.911 1.359
C -3.897 0.498 0.017
H 1.728 2.930 1.565
C 3.910 2.284 -0.245
C 3.560 -3.621 -1.027
H 4.862 -1.717 1.976
N 5.711 0.931 0.558
H 3.236 -4.195 -1.882
H -7.819 -1.452 -1.814
H -5.302 1.016 1.552
C 4.896 1.964 0.681
C -6.305 -0.331 0.218
C 4.802 -3.839 -0.454
C 2.991 3.461 -0.051
H -3.606 -0.386 -0.549
N 5.239 -3.168 0.598
C -6.135 -1.679 -0.481
N 1.401 -0.270 0.372
C 3.771 1.445 -1.348
*
```

Computed properties:
SMILES string: CCCCCCC(CC(=O)NCc1cccnc1)CC(=O)NCc1cccnc1

So which one is most stable? That would be <1>, about 1.3 kcal/mol below the next structure.

<1>
The following is a quantum chemistry calculation of a single C21H31N3O4S molecule, from the OMol25 dataset.

```
! RIJCOSX wB97M-V def2-TZVPD def2/J DEFGRID3
* xyz 0 1
H 3.825 -0.135 1.964
H -4.612 0.461 1.397
H -3.636 -3.741 0.544
C -5.060 0.799 -1.884
H -1.665 2.684 -0.848
H 5.317 -1.598 -2.502
H -0.002 -0.521 0.419
C -5.702 0.621 -0.512
O 2.486 2.237 -1.219
C 0.610 0.171 -0.169
H -0.862 -2.675 1.272
H 6.493 -3.425 -1.575
H 3.888 0.423 -2.239
H -1.720 -1.944 -0.972
H -5.649 1.420 -2.555
H -2.945 1.185 -2.289
H -0.875 0.408 -1.709
C 4.196 -0.161 -1.385
C -4.519 0.181 0.342
H 1.286 2.371 2.227
N -3.378 0.890 -0.242
H 5.254 -2.162 1.729
H -2.861 -1.101 1.653
C 0.592 1.788 1.621
N -3.392 -1.792 1.129
H -0.356 -3.053 -1.129
C 4.954 -1.600 0.857
S 2.748 1.672 0.081
H 7.159 -3.112 0.032
O -2.137 0.638 1.599
C 5.379 -2.017 -0.403
N 1.397 0.945 0.762
H 0.366 1.677 -1.666
H 1.303 -0.407 -0.785
C -0.279 1.046 -1.053
C 6.238 -3.236 -0.536
H -6.479 -0.140 -0.520
H -4.916 -0.181 -2.338
C -2.263 1.116 0.475
H -1.198 -4.353 0.837
H 0.304 3.424 0.271
C 4.992 -1.287 -1.520
H -3.804 2.523 -1.491
C 4.160 -0.478 0.998
C 3.787 0.232 -0.128
C -3.710 1.431 -1.550
C -4.311 -1.349 0.259
H -0.005 1.138 2.265
C -1.182 1.950 -0.196
H -0.962 3.270 1.507
O 3.315 2.532 1.077
C -1.389 -2.965 -0.798
C -0.321 2.715 0.820
H -2.007 -3.628 -1.400
O -4.941 -2.055 -0.502
H 5.721 -4.109 -0.140
C -2.953 -3.167 1.175
H -6.113 1.562 -0.146
C -1.514 -3.321 0.678
H -3.030 -3.528 2.206
*
```

Computed properties:
SMILES string: CCCNC(=O)[C@@H]1CCCN1C(=O)C1CCN(S(=O)(=O)c2ccc(C)cc2)CC1

<2>
The following is a quantum chemistry calculation of a molecular structure, C21H31N3O4S, from the OMol25 dataset.

```
! RIJCOSX wB97M-V def2-TZVPD def2/J DEFGRID3
* xyz 0 1
C 5.196 1.360 -0.106
C 1.187 -1.765 0.158
N 4.214 0.252 0.389
C 0.203 3.564 -0.040
C 1.425 -2.462 -1.966
H -2.831 2.275 -0.245
N -3.378 0.182 -0.559
H 3.739 3.138 1.438
C -5.710 0.858 -0.769
H -1.506 -1.803 -1.842
H 1.212 -1.232 2.307
O 5.878 -1.319 0.498
H 4.078 2.154 -1.637
O 2.256 2.231 0.291
H -6.455 0.844 -1.228
O -3.650 -0.991 1.690
H -0.023 1.657 -1.941
H -0.339 3.195 0.623
C 1.292 2.492 -0.841
H 1.940 3.143 -1.231
C -1.548 -1.389 0.454
C -3.137 1.553 0.310
C -0.904 -1.608 -1.159
H 3.430 0.467 0.509
H -4.534 1.127 1.829
C 0.564 -1.921 -0.956
H 3.046 4.135 0.197
H -5.901 -0.043 0.164
C 3.315 3.286 0.395
C -4.220 1.969 1.064
N 2.517 -1.934 0.067
C 0.627 1.410 -1.113
C 3.765 -1.878 0.790
H 0.743 4.549 0.183
H -4.667 -0.473 -1.971
C 4.780 -1.119 0.539
C 0.502 -1.320 1.606
H 3.525 -2.540 -1.698
H -1.259 -0.956 2.303
H 3.494 -1.705 1.764
O -3.910 -2.333 -0.507
H -4.408 1.207 -2.126
H 5.238 3.475 -0.666
H 0.150 0.861 -0.400
H 4.209 -3.053 0.961
C -5.418 2.164 0.415
H -5.044 2.873 -0.586
H 1.458 0.828 -1.679
H -2.103 1.080 1.022
C 2.681 -2.130 -1.412
C 4.384 2.686 -0.657
H -3.973 2.710 1.581
H 1.223 -2.521 -2.920
H -0.537 3.845 -0.686
H 6.026 1.115 -0.450
H 5.675 1.592 0.895
C -4.475 0.607 -1.363
S -3.283 -1.216 0.179
H -6.378 2.519 0.675
C -0.754 -1.144 1.506
*
```

So which one is most stable? That would be <1>, about 631.2 kcal/mol below the next structure.

<1>
The following is a quantum chemistry calculation of a gas-phase ion, C3HN2O3 (charge -1), from the OMol25 dataset.

```
! RIJCOSX wB97M-V def2-TZVPD def2/J DEFGRID3
* xyz -1 1
N -0.127 -0.249 -2.301
C 1.176 -0.556 0.307
N 0.116 -0.386 1.080
O -1.412 0.520 -0.407
C -0.805 0.554 0.991
H 1.361 0.371 -0.177
O -1.357 1.313 1.732
C -0.721 0.074 -1.393
O 1.769 -1.642 0.168
*
```

Computed properties:
SMILES string: N#CO/C([O-])=N\C=O

<2>
The following is a quantum chemistry calculation of a gas-phase ion, C3HN2O3 (charge -1), from the OMol25 dataset.

```
! RIJCOSX wB97M-V def2-TZVPD def2/J DEFGRID3
* xyz -1 1
O 1.716 2.249 -1.086
H -0.237 -0.362 0.666
N 1.632 0.907 -1.629
O -1.595 1.734 -0.391
N 0.090 0.042 -0.201
C 0.491 1.814 -1.629
C 1.367 -0.130 -0.667
C -0.481 1.323 -0.604
O 2.024 -1.101 -0.340
*
```

Computed properties:
SMILES string: O=c1[nH]c([O-])c2n1O2

So which one is most stable? That would be <1>, about 70.6 kcal/mol below the next structure.

<1>
The following is a quantum chemistry calculation of 4 unconnected molecules or ions with the total composition C3H13NO2S2, from the OMol25 dataset.

```
! RIJCOSX wB97M-V def2-TZVPD def2/J DEFGRID3
* xyz 0 1
H -2.156 -0.977 -1.153
H 1.819 1.307 -3.659
N 0.345 -1.965 -0.932
C -0.149 -0.607 -0.799
H -0.107 -0.129 -1.778
C -1.619 -0.654 -0.268
H 0.575 -0.132 1.156
O 1.664 0.585 -3.036
O -0.037 0.108 3.626
H 0.405 0.847 4.067
H 2.124 0.582 -2.092
H 1.326 -1.981 -1.192
H -2.411 2.580 2.591
H -1.836 0.336 0.105
S -1.504 2.096 1.721
C 0.824 0.190 0.150
H -1.577 -1.358 0.561
H -0.184 -2.469 -1.640
H 0.549 1.232 -0.076
S 2.487 -0.213 -0.301
H -0.538 0.624 2.948
*
```

<2>
The following is a quantum chemistry calculation of 4 unconnected molecules or ions with the total composition C3H13NO2S2, from the OMol25 dataset.

```
! RIJCOSX wB97M-V def2-TZVPD def2/J DEFGRID3
* xyz 0 1
H 1.659 1.740 0.556
H -1.602 2.110 0.426
H 0.463 1.097 -0.574
H -1.670 -0.854 1.357
C 0.472 0.159 1.430
H -0.403 -1.385 -2.299
H -2.697 0.721 -1.838
C 1.191 0.800 0.243
H 0.298 -1.537 0.191
H -1.474 -2.458 1.362
N -1.162 -1.603 1.834
H -0.447 0.688 1.662
H 0.909 -1.929 1.800
S 2.474 -0.153 -0.454
O 0.536 -1.597 -2.403
H 0.965 -1.218 -1.625
S -1.764 0.336 -0.952
C 0.164 -1.339 1.260
H 1.121 0.271 2.299
O -1.297 2.928 0.864
H -2.126 3.442 0.958
*
```

So which one is most stable? That would be <2>, about 23.1 kcal/mol below the next structure.